{"formula": "C5H11O3", "method": "the ωB97M-V functional and the def2-TZVPD basis", "species": ["C", "C", "C", "O", "H", "H", "H", "H", "H", "H", "H", "H", "C", "C", "O", "O", "H", "H", "H"], "positions_angstrom": [[-0.64, 0.64, 1.30], [0.83, 0.93, 0.98], [-1.59, 1.79, 0.93], [-1.09, -0.60, 0.74], [-0.79, 0.40, 2.38], [0.95, 0.77, -0.11], [-1.27, 2.48, 0.15], [-2.49, 1.31, 0.54], [-1.88, 2.36, 1.82], [-0.94, -0.44, -0.21], [1.48, 0.26, 1.51], [1.10, 1.97, 1.08], [1.14, -2.12, -1.07], [0.67, -1.13, -2.21], [-0.54, -0.80, -2.14], [1.52, -0.78, -3.07], [2.22, -2.20, -1.05], [0.73, -3.09, -1.37], [0.59, -1.73, -0.22]], "charge": -1, "orbital_gap_ev": 7.8031, "de_lowest_kcal_mol": 17.21}


{"formula": "C5H11O4", "method": "the ωB97M-V functional and the def2-TZVPD basis", "species": ["O", "O", "C", "C", "C", "C", "C", "O", "O", "H", "H", "H", "H", "H", "H", "H", "H", "H", "H", "H"], "positions_angstrom": [[1.97, 2.04, 1.13], [2.39, 3.04, 0.39], [-1.83, -1.04, 0.43], [-0.38, -0.75, 0.02], [-0.26, -0.79, -1.50], [0.12, 0.62, 0.54], [1.62, 0.99, 0.29], [-0.84, 1.59, 0.19], [0.48, -1.75, 0.61], [-2.51, -0.26, 0.05], [-2.14, -2.01, -0.01], [-1.93, -1.05, 1.52], [-0.95, -0.08, -1.96], [0.74, -0.56, -1.90], [-0.55, -1.79, -1.85], [0.14, 0.58, 1.63], [2.26, 0.14, 0.58], [1.78, 1.26, -0.79], [-0.51, 2.43, 0.54], [0.40, -2.61, 0.10]], "orbital_gap_ev": [4.2621, 6.3047], "multiplicity": 4, "de_lowest_kcal_mol": 119.12}


{"formula": "C5H11O4Sr", "method": "the ωB97M-V functional and the def2-TZVPD basis", "species": ["C", "O", "C", "O", "C", "C", "O", "Sr", "H", "H", "H", "H", "H", "H", "H", "O", "H", "C", "H", "H", "H"], "positions_angstrom": [[2.82, -1.06, -0.50], [2.61, -0.16, 0.53], [1.90, -0.79, -1.68], [0.58, -0.65, -1.13], [-0.35, 0.06, -1.84], [-1.49, 0.50, -0.98], [-1.01, 0.95, 0.25], [0.77, 0.24, 1.11], [2.65, -2.11, -0.17], [3.86, -1.03, -0.89], [1.90, -1.60, -2.43], [2.17, 0.16, -2.17], [-0.43, -0.15, -2.91], [-2.21, -0.34, -0.83], [-2.05, 1.29, -1.51], [-0.69, 0.39, 2.89], [-0.52, -0.07, 3.71], [-2.27, 0.98, 2.06], [-2.73, 0.01, 2.32], [-2.22, 2.08, 1.92], [-3.29, 1.29, 2.26]], "orbital_gap_ev": [6.7427, 7.4321], "multiplicity": 2, "de_lowest_kcal_mol": 132.49}


{"formula": "C5H11O6PS", "method": "the ωB97M-V functional and the def2-TZVPD basis", "species": ["C", "C", "C", "C", "C", "O", "O", "O", "O", "O", "O", "P", "S", "H", "H", "H", "H", "H", "H", "H", "H", "H", "H", "H"], "positions_angstrom": [[2.26, 0.19, 2.27], [1.47, 0.03, 1.22], [-1.35, 2.29, 1.46], [-0.25, 0.58, -2.91], [-1.02, -2.68, -0.02], [0.52, 2.45, -0.94], [1.35, -1.28, -1.15], [1.90, -2.53, 0.83], [-1.46, 1.47, 0.36], [-0.79, 0.29, -1.58], [-0.42, -1.46, 0.46], [-0.19, 1.20, -0.52], [1.17, -1.43, 0.28], [2.83, -0.73, 2.46], [2.34, 1.14, 2.82], [-0.30, 2.29, 1.63], [-1.89, 1.79, 2.26], [-1.90, 3.25, 1.15], [0.47, -0.10, -3.25], [0.01, 1.59, -2.85], [-1.18, 0.41, -3.63], [-0.65, -3.49, 0.50], [-0.76, -2.77, -1.06], [-2.15, -2.51, 0.22]], "orbital_gap_ev": [8.6833, 8.6818], "de_lowest_kcal_mol": 136.93}


{"formula": "C5H11OP", "method": "the ωB97M-V functional and the def2-TZVPD basis", "species": ["C", "C", "C", "C", "C", "O", "P", "H", "H", "H", "H", "H", "H", "H", "H", "H", "H", "H"], "positions_angstrom": [[-1.74, -0.95, 0.01], [-1.31, -1.91, -0.57], [-1.71, 1.34, -0.70], [1.96, 0.35, 1.11], [-1.84, 0.36, 0.57], [1.62, -1.25, -1.06], [2.80, -0.84, 0.01], [1.34, -2.08, -1.22], [-0.90, -2.82, -0.82], [-1.76, 2.36, -0.43], [-0.86, 1.10, -1.30], [-2.66, 1.10, -1.08], [2.77, 1.00, 1.58], [1.26, 1.03, 0.56], [1.43, -0.13, 2.03], [-2.77, 0.46, 1.09], [-1.05, 0.75, 1.19], [3.41, 0.14, -0.96]], "smiles": "C#CCC.CPO", "orbital_gap_ev": 9.7340, "de_lowest_kcal_mol": 72.74}


{"formula": "C5H11OP", "method": "the ωB97M-V functional and the def2-TZVPD basis", "species": ["C", "C", "C", "C", "C", "O", "P", "H", "H", "H", "H", "H", "H", "H", "H", "H", "H", "H"], "positions_angstrom": [[3.27, -1.66, -0.13], [2.49, -1.43, -1.14], [-0.25, 0.51, 1.70], [-0.96, -0.94, -0.58], [-0.39, 1.74, -1.06], [1.89, -1.98, 0.10], [0.32, 0.37, 0.00], [4.06, -2.17, 0.28], [1.93, -0.72, -1.78], [-1.36, 0.82, 1.74], [0.03, -0.38, 2.15], [0.17, 1.41, 2.26], [-1.00, -1.76, 0.14], [-1.96, -0.46, -0.77], [-0.55, -1.33, -1.42], [-0.30, 1.15, -1.97], [-1.47, 2.09, -0.83], [0.20, 2.58, -1.14]], "smiles": "C1=CO1.CP(C)C", "orbital_gap_ev": 8.6778, "de_lowest_kcal_mol": 136.14}


{"formula": "C5H11OP", "method": "the ωB97M-V functional and the def2-TZVPD basis", "species": ["C", "C", "C", "C", "C", "O", "P", "H", "H", "H", "H", "H", "H", "H", "H", "H", "H", "H"], "positions_angstrom": [[-1.63, 0.76, 1.06], [-0.22, 1.20, 1.51], [-1.37, 0.82, -0.44], [1.13, -1.69, -1.45], [1.27, -1.04, -0.03], [1.47, 1.52, -0.83], [0.45, 0.63, -0.15], [-1.80, -0.31, 1.36], [-2.36, 1.29, 1.47], [-0.01, 2.20, 1.42], [0.15, 0.79, 2.40], [-1.93, 0.08, -0.97], [-1.60, 1.81, -0.81], [1.47, -0.99, -2.16], [1.72, -2.58, -1.49], [0.15, -2.00, -1.73], [2.30, -0.73, 0.21], [0.80, -1.76, 0.64]], "orbital_gap_ev": [3.8891, 6.8584], "multiplicity": 3, "de_lowest_kcal_mol": 40.56}


{"formula": "C5H11OS", "method": "the ωB97M-V functional and the def2-TZVPD basis", "species": ["C", "C", "S", "H", "H", "H", "H", "H", "C", "O", "C", "C", "H", "H", "H", "H", "H", "H"], "positions_angstrom": [[-2.17, -1.41, -1.83], [-2.15, -1.16, -0.34], [-0.66, -1.89, 0.46], [-2.18, -2.49, -2.04], [-1.26, -1.07, -2.33], [-3.00, -0.93, -2.35], [-3.06, -1.54, 0.14], [-2.12, -0.08, -0.15], [1.28, 1.00, 1.74], [-0.09, 0.80, 1.70], [1.98, 0.78, 0.41], [2.66, 1.73, -0.24], [1.80, 0.30, 2.42], [1.47, 2.03, 2.06], [-0.33, -0.12, 1.30], [1.96, -0.24, 0.06], [3.15, 1.53, -1.18], [2.72, 2.74, 0.17]], "charge": -1, "orbital_gap_ev": 6.7644, "de_lowest_kcal_mol": 16.71}


{"formula": "C5H12", "method": "the ωB97M-V functional and the def2-TZVPD basis", "species": ["C", "C", "H", "H", "H", "H", "H", "H", "C", "C", "C", "H", "H", "H", "H", "H", "H"], "positions_angstrom": [[2.81, -0.74, 0.02], [3.82, -1.16, 1.07], [2.76, -1.33, -0.93], [1.84, -0.62, 0.51], [3.04, 0.25, -0.38], [3.88, -2.23, 1.34], [3.47, -0.65, 1.99], [4.88, -0.96, 0.83], [-3.85, 0.42, 0.08], [-2.46, 0.65, -0.35], [-2.07, 1.37, -1.39], [-4.29, 1.39, 0.37], [-3.91, -0.40, 0.84], [-4.56, 0.14, -0.70], [-1.66, 0.25, 0.26], [-1.03, 1.45, -1.70], [-2.66, 2.17, -1.85]], "smiles": "C=CC.CC", "orbital_gap_ev": 10.4440, "de_lowest_kcal_mol": 42.63}


{"formula": "C5H12", "method": "the ωB97M-V functional and the def2-TZVPD basis", "species": ["C", "C", "C", "C", "C", "H", "H", "H", "H", "H", "H", "H", "H", "H", "H", "H", "H"], "positions_angstrom": [[-0.70, 0.86, 2.06], [-0.29, -0.42, 1.23], [0.97, -0.26, -1.47], [1.76, -0.35, -2.75], [-1.78, -0.04, 1.23], [-0.35, 1.63, 1.51], [-0.94, 0.51, 3.09], [-0.04, -1.34, 1.75], [0.17, 0.46, -1.45], [1.63, 0.02, -0.65], [0.58, -1.20, -1.19], [2.44, -1.23, -2.66], [2.46, 0.54, -2.81], [1.24, -0.42, -3.70], [-2.20, 2.13, 2.22], [-2.60, -0.25, 1.82], [-2.12, 0.42, 0.24]], "charge": 1, "orbital_gap_ev": [6.1179, 7.5858], "multiplicity": 2, "de_lowest_kcal_mol": 143.32}


{"formula": "C5H12AlO2", "method": "the ωB97M-V functional and the def2-TZVPD basis", "species": ["C", "C", "C", "C", "C", "O", "Al", "O", "H", "H", "H", "H", "H", "H", "H", "H", "H", "H", "H", "H"], "positions_angstrom": [[2.44, 0.45, -0.26], [1.86, -0.97, -0.26], [0.50, -1.07, 0.44], [-0.56, -0.10, -0.08], [-2.00, -0.72, -0.05], [-2.96, 0.24, 0.26], [-2.17, 1.83, 0.34], [-0.56, 1.10, 0.65], [1.65, 1.20, -0.21], [3.09, 0.61, 0.61], [3.05, 0.64, -1.15], [1.75, -1.33, -1.29], [2.56, -1.65, 0.22], [0.14, -2.10, 0.36], [0.63, -0.86, 1.51], [-0.32, 0.12, -1.14], [-2.18, -1.17, -1.05], [-2.04, -1.55, 0.68], [-2.17, 2.56, -1.12], [-2.71, 2.77, 1.54]], "charge": -1, "orbital_gap_ev": 8.4185, "de_lowest_kcal_mol": 0.00}


{"formula": "C5H12BrIOSi", "method": "the ωB97M-V functional and the def2-TZVPD basis", "species": ["C", "C", "C", "C", "C", "O", "Si", "Br", "I", "H", "H", "H", "H", "H", "H", "H", "H", "H", "H", "H", "H"], "positions_angstrom": [[0.87, -0.69, 2.64], [-0.95, -1.81, -2.35], [-0.36, -0.92, 1.80], [0.99, 1.01, -0.61], [0.42, 2.36, -0.55], [-0.24, -1.73, -1.16], [-0.08, -0.52, -0.06], [-2.86, 1.08, -2.02], [0.11, 2.97, 1.51], [1.48, 0.21, 2.09], [0.50, -0.53, 3.66], [1.49, -1.49, 2.63], [-0.41, -2.18, -3.28], [-1.29, -0.78, -2.81], [-1.94, -2.28, -2.20], [-0.98, -0.16, 2.17], [-0.79, -1.93, 1.95], [1.88, 0.90, 0.14], [1.49, 0.85, -1.62], [1.17, 3.11, -0.92], [-0.49, 2.53, -1.03]], "orbital_gap_ev": 6.6924, "de_lowest_kcal_mol": 75.34}


{"formula": "C5H12BrN2", "method": "the ωB97M-V functional and the def2-TZVPD basis", "species": ["C", "C", "C", "C", "C", "N", "N", "Br", "H", "H", "H", "H", "H", "H", "H", "H", "H", "H", "H", "H"], "positions_angstrom": [[-0.94, -1.20, -0.24], [-1.18, 0.39, 0.20], [1.26, 0.87, 0.75], [1.00, -2.57, -0.12], [-0.36, 2.58, -0.07], [-0.03, -1.85, 0.54], [0.06, 1.20, -0.18], [2.74, 0.18, -0.07], [-1.85, -1.73, 0.03], [-0.79, -1.18, -1.36], [-2.04, 0.83, -0.31], [-1.29, 0.35, 1.23], [0.88, 0.44, 1.67], [1.25, -3.43, 0.50], [0.52, -3.04, -1.01], [1.90, -2.02, -0.13], [-0.63, 2.92, 0.90], [0.42, 3.32, -0.43], [-1.24, 2.76, -0.76], [0.32, 1.16, -1.15]], "charge": 1, "orbital_gap_ev": [7.8208, 9.3183], "de_lowest_kcal_mol": 135.04}


{"formula": "C5H12ClN", "method": "the ωB97M-V functional and the def2-TZVPD basis", "species": ["C", "C", "C", "C", "C", "N", "Cl", "H", "H", "H", "H", "H", "H", "H", "H", "H", "H", "H", "H"], "positions_angstrom": [[0.92, 1.86, 0.07], [-0.83, -2.36, 1.65], [0.21, 2.10, -1.30], [-0.32, -1.17, 0.81], [0.01, -1.83, -0.53], [1.11, -2.20, -0.94], [-1.54, -2.08, -1.54], [1.25, 0.79, 0.05], [0.17, 1.92, 0.98], [1.72, 2.50, 0.30], [-1.87, -2.61, 1.51], [-0.62, -1.97, 2.65], [-0.16, -3.23, 1.56], [0.94, 2.03, -2.24], [-0.38, 2.99, -1.27], [0.62, -0.86, 1.37], [-0.96, -0.21, 0.73], [1.07, -2.77, -1.80], [-0.53, 1.26, -1.47]], "smiles": "[H]/N=C(\\Cl)CC.CC", "orbital_gap_ev": 11.3636, "de_lowest_kcal_mol": 10.38}


{"formula": "C5H12CoO3", "method": "the ωB97M-V functional and the def2-TZVPD basis", "species": ["C", "C", "O", "Co", "H", "H", "H", "H", "O", "H", "C", "O", "C", "C", "H", "H", "H", "H", "H", "H", "H"], "positions_angstrom": [[-0.78, 2.79, 0.39], [0.29, 1.88, -0.16], [0.68, 2.29, -1.49], [2.41, 2.64, -2.13], [-1.68, 2.75, -0.24], [-0.41, 3.82, 0.43], [-1.04, 2.46, 1.40], [1.22, 1.91, 0.43], [-0.22, 0.58, -0.25], [-0.08, 2.09, -2.09], [-0.80, -3.21, 1.41], [-0.21, -1.97, 1.13], [0.09, -1.79, -0.23], [0.73, -0.45, -0.45], [-1.00, -3.25, 2.49], [-1.75, -3.33, 0.87], [-0.13, -4.04, 1.13], [-0.82, -1.87, -0.85], [0.79, -2.57, -0.57], [1.12, -0.40, -1.48], [1.58, -0.32, 0.24]], "charge": 1, "orbital_gap_ev": [8.8592, 5.8626], "multiplicity": 5, "de_lowest_kcal_mol": 0.82}


{"formula": "C5H12INO2S", "method": "the ωB97M-V functional and the def2-TZVPD basis", "species": ["C", "C", "C", "C", "C", "N", "O", "O", "S", "I", "H", "H", "H", "H", "H", "H", "H", "H", "H", "H", "H", "H"], "positions_angstrom": [[1.08, 1.79, -1.76], [1.36, -0.39, 1.07], [-1.77, -1.80, 1.32], [0.05, 1.35, -0.75], [0.47, 1.02, 0.66], [-1.82, -0.56, 0.58], [-1.00, 0.41, 2.79], [-2.01, 1.92, 1.19], [-1.17, 0.81, 1.42], [1.01, 2.77, 1.71], [2.01, 1.09, -1.73], [1.18, 2.92, -1.73], [0.79, 1.53, -2.88], [0.98, -1.10, 0.33], [1.02, -0.50, 2.07], [2.49, -0.06, 1.10], [-2.20, -1.63, 2.36], [-2.52, -2.46, 0.77], [-0.67, -2.16, 1.10], [-0.39, 0.50, -1.13], [-0.82, 2.17, -0.68], [-2.77, -0.26, 0.37]], "orbital_gap_ev": 9.9892, "de_lowest_kcal_mol": 19.67}


{"formula": "C5H12N", "method": "the ωB97M-V functional and the def2-TZVPD basis", "species": ["C", "C", "C", "C", "C", "N", "H", "H", "H", "H", "H", "H", "H", "H", "H", "H", "H", "H"], "positions_angstrom": [[-2.57, -1.09, -0.89], [-1.11, -1.02, -0.91], [-0.43, -0.68, 0.52], [1.11, -0.25, 0.28], [1.30, 1.09, 0.53], [2.48, 1.95, 0.89], [-3.26, -0.13, -0.69], [-2.83, -1.28, -2.07], [-3.06, -1.90, -0.08], [-0.66, -2.12, -1.20], [-0.61, -0.45, -1.66], [-1.05, 0.02, 1.17], [-0.39, -1.73, 1.11], [2.00, -0.82, -0.09], [0.53, 1.87, 0.33], [3.36, 1.36, 0.65], [2.67, 2.84, 0.36], [2.51, 2.31, 1.77]], "orbital_gap_ev": [4.3292, 7.8971], "multiplicity": 2, "de_lowest_kcal_mol": 112.69}


{"formula": "C5H12N", "method": "the ωB97M-V functional and the def2-TZVPD basis", "species": ["C", "C", "C", "C", "H", "H", "H", "H", "H", "H", "H", "H", "C", "N", "H", "H", "H", "H"], "positions_angstrom": [[1.30, -0.36, -2.39], [0.96, -0.37, -0.93], [1.85, -0.54, 0.04], [1.51, -0.61, 1.49], [2.37, -0.22, -2.54], [1.01, -1.30, -2.86], [0.77, 0.43, -2.93], [-0.10, -0.28, -0.70], [2.89, -0.60, -0.24], [0.46, -0.37, 1.68], [1.72, -1.60, 1.90], [2.11, 0.09, 2.08], [-3.44, 1.18, 0.76], [-2.17, 0.83, 1.16], [-3.55, 1.88, -0.05], [-4.30, 0.63, 1.11], [-1.99, 0.12, 1.84], [-1.39, 1.08, 0.58]], "orbital_gap_ev": [7.2116, 10.4165], "multiplicity": 2, "de_lowest_kcal_mol": 10.43}


{"formula": "C5H12N", "method": "the ωB97M-V functional and the def2-TZVPD basis", "species": ["C", "N", "H", "H", "H", "H", "C", "C", "C", "C", "H", "H", "H", "H", "H", "H", "H", "H"], "positions_angstrom": [[0.25, -0.64, 2.34], [1.27, -0.61, 1.58], [0.25, -1.24, 3.23], [-0.61, -0.03, 2.08], [1.19, -0.31, 0.60], [2.14, -1.04, 1.90], [-2.04, 0.83, -0.11], [-0.74, 0.86, -0.86], [-0.05, -0.24, -1.15], [1.32, -0.18, -1.78], [-2.29, -0.19, 0.16], [-1.95, 1.43, 0.80], [-2.87, 1.26, -0.67], [-0.41, 1.81, -1.25], [-0.47, -1.22, -0.94], [1.61, 0.85, -1.94], [2.11, -0.70, -1.23], [1.29, -0.65, -2.76]], "charge": 1, "orbital_gap_ev": 7.7753, "de_lowest_kcal_mol": 46.97}


{"formula": "C5H12N", "method": "the ωB97M-V functional and the def2-TZVPD basis", "species": ["C", "C", "C", "C", "C", "N", "H", "H", "H", "H", "H", "H", "H", "H", "H", "H", "H", "H"], "positions_angstrom": [[-0.27, 1.78, 0.58], [-0.54, 0.55, 1.39], [0.29, -0.59, 0.94], [0.51, -0.87, -0.56], [1.49, -0.59, -1.33], [-0.79, -1.17, -1.23], [-0.71, 2.63, 0.94], [0.75, 2.10, 0.53], [-0.70, 1.93, -0.38], [-0.17, 0.88, 2.36], [-1.62, 0.35, 1.42], [-0.08, -1.50, 1.42], [1.29, -0.59, 1.36], [1.39, -0.58, -2.47], [2.59, -0.47, -0.94], [-1.27, -0.29, -1.54], [-0.70, -1.87, -1.95], [-1.47, -1.70, -0.55]], "charge": 1, "smiles": "C=C([NH3+])CCC", "orbital_gap_ev": 11.3633, "de_lowest_kcal_mol": 50.84}